# 1
Molecular formula: C20H20N2O4
Method: DFT, the ωB97M-V functional and the def2-TZVPD basis

LUMO level, eV: 0.7
Frontier orbital gap, eV: 9.17
Relative energy (zero: lowest compared OMol25 entry of this formula, charge and spin), kcal per mole: 38.88
Total charge: 0
DFT total energy, eV: -32234.736
Structure (SMILES): COc1ccc(Cc2nc3ccc(C(=O)N4CCOCC4)cc3o2)cc1
HOMO, eV: -8.4859
Strongest force on any atom, Eh/bohr: 0.02429

Geometry as XYZ:
```
46
Properties=species:S:1:pos:R:3:mulliken_charge:R:1
C -4.9528 -4.3053 -5.1516 -0.84
H -5.5746 -3.5509 -4.6591 0.34
O -3.8063 -4.6053 -4.3940 -0.45
C -2.9192 -3.6056 -4.1322 0.89
C -3.0426 -2.2930 -4.5704 -0.36
C -2.0702 -1.3621 -4.2430 -0.81
C -0.9652 -1.7120 -3.4868 0.31
C -0.8489 -3.0267 -3.0489 -0.34
C -1.8085 -3.9621 -3.3651 -0.61
H -1.7259 -4.9835 -3.0291 0.41
H 0.0020 -3.3167 -2.4510 0.38
C 0.0798 -0.6934 -3.1231 -1.26
C -0.0862 -0.2316 -1.7197 0.82
N -0.9589 -0.6416 -0.8690 -0.64
C -0.7136 0.0756 0.2803 0.77
C -1.3308 0.0733 1.5226 -0.93
C -0.8318 0.9341 2.4793 -0.48
C 0.2591 1.7715 2.2241 0.07
C 0.8816 1.7922 0.9825 -0.94
C 0.3754 0.9351 0.0266 0.94
O 0.7668 0.7272 -1.2569 -0.49
H 1.7085 2.4515 0.7706 0.50
C 0.7002 2.7311 3.2906 0.36
O 0.0616 3.7325 3.5514 -0.67
N 1.8385 2.4072 3.9463 0.05
C 2.6767 1.2581 3.6995 -0.55
H 2.2411 0.6273 2.9254 0.41
C 4.0726 1.7425 3.2828 -0.54
O 4.6246 2.5970 4.2553 -0.37
C 3.8042 3.7253 4.4731 -0.53
H 4.3021 4.3192 5.2404 0.34
C 2.4026 3.3106 4.9289 -0.74
H 1.7443 4.1763 5.0110 0.42
H 2.4654 2.7982 5.8953 0.30
H 3.7267 4.3159 3.5476 0.32
H 4.7612 0.9015 3.1877 0.34
H 4.0026 2.2668 2.3169 0.31
H 2.7643 0.6813 4.6288 0.29
H -1.2896 0.9743 3.4562 0.48
H -2.1688 -0.5743 1.7197 0.46
H 1.0842 -1.1162 -3.2262 0.36
H 0.0207 0.1782 -3.7807 0.41
H -2.1837 -0.3449 -4.5898 0.32
H -3.8874 -1.9799 -5.1634 0.38
H -5.5101 -5.2379 -5.2250 0.24
H -4.6918 -3.9611 -6.1579 0.34
```

***

# 2
Molecular formula: C20H20N2O5S
Method: DFT, the ωB97M-V functional and the def2-TZVPD basis

LUMO level, eV: -0.1
Frontier orbital gap, eV: 8.63
Relative energy (zero: lowest compared OMol25 entry of this formula, charge and spin), kcal per mole: 35.08
Total charge: 0
DFT total energy, eV: -45117.462
Structure (SMILES): CCOC(=O)/C=C/C(=O)Nc1ccc(S(=O)(=O)N2CCc3ccccc32)cc1
HOMO, eV: -8.7405
Strongest force on any atom, Eh/bohr: 0.02534

Geometry as XYZ:
```
48
Properties=species:S:1:pos:R:3:mulliken_charge:R:1
C -1.0038 -3.6303 -0.3525 -0.81
C -2.3593 -3.6345 0.3404 -0.33
H -3.1080 -4.1350 -0.2831 0.34
H -2.2996 -4.1180 1.3169 0.33
O -2.8046 -2.3025 0.6118 -0.33
C -3.4309 -1.6503 -0.3688 0.48
O -3.7283 -2.1201 -1.4375 -0.61
C -3.6312 -0.2362 0.0304 -0.07
C -3.9073 0.7054 -0.8673 -0.45
C -3.9567 2.1545 -0.5326 0.26
O -4.9031 2.8675 -0.7692 -0.62
N -2.8478 2.6448 0.1122 -0.09
C -1.6727 1.9550 0.4213 -0.04
C -1.0739 1.1141 -0.5195 -0.62
C 0.0031 0.3289 -0.1598 -0.05
C 0.5098 0.4163 1.1243 0.12
C -0.0124 1.3122 2.0370 -0.53
C -1.1048 2.0856 1.6879 -0.83
H -1.5428 2.7645 2.4043 0.44
H 0.4210 1.3620 3.0235 0.57
S 1.8605 -0.6595 1.6074 1.07
O 1.5805 -1.9809 1.1354 -0.65
O 2.1297 -0.4605 2.9982 -0.72
N 3.1826 -0.0736 0.7620 0.03
C 3.1430 -0.1336 -0.6368 -0.65
C 2.9440 -1.2572 -1.4164 -0.52
C 2.9466 -1.0956 -2.7956 -0.58
C 3.1467 0.1484 -3.3710 -0.55
C 3.3466 1.2722 -2.5777 -0.76
C 3.3444 1.1240 -1.2082 1.36
C 3.5049 2.1462 -0.1181 -0.70
H 4.3873 2.7689 -0.2599 0.42
H 2.6292 2.8004 -0.0779 0.26
C 3.6272 1.2672 1.1403 -0.72
H 3.0292 1.6181 1.9806 0.30
H 4.6688 1.1929 1.4663 0.45
H 3.4992 2.2426 -3.0259 0.47
H 3.1489 0.2480 -4.4457 0.40
H 2.7934 -1.9574 -3.4275 0.42
H 2.7769 -2.2168 -0.9561 0.53
H 0.4448 -0.3594 -0.8615 0.52
H -1.4714 1.0619 -1.5206 0.51
H -2.9697 3.5653 0.5170 0.26
H -4.1526 0.4292 -1.8845 0.45
H -3.4212 -0.0176 1.0668 0.43
H -0.2614 -3.1110 0.2508 0.07
H -0.6780 -4.6549 -0.5069 0.45
H -1.0849 -3.1398 -1.3201 0.29
```

***

# 3
Molecular formula: C20H20N2O5S
Method: DFT, the ωB97M-V functional and the def2-TZVPD basis

LUMO level, eV: -0.5
Frontier orbital gap, eV: 7.00
Relative energy (zero: lowest compared OMol25 entry of this formula, charge and spin), kcal per mole: 475.81
Total charge: 0
DFT total energy, eV: -45098.350
HOMO, eV: -7.5420
Strongest force on any atom, Eh/bohr: 0.32118

Geometry as XYZ:
```
48
Properties=species:S:1:pos:R:3:mulliken_charge:R:1
C 3.8027 0.9556 4.5002 -1.34
C 3.4836 -0.2468 3.4083 -0.50
H 4.1834 -0.3045 2.6955 0.51
H 3.4724 -1.2382 3.9828 0.34
O 2.4360 -0.2157 2.7809 -0.25
C 2.3848 0.8389 1.8445 -0.18
O 3.4355 1.5073 1.4565 -0.64
C 0.9744 0.8412 1.2415 0.81
C 0.8173 1.6576 0.1361 -0.68
C -0.5147 1.6653 -0.3082 0.24
C -1.3086 0.8712 0.8455 0.17
N -0.2667 0.3122 1.7163 0.56
C -0.3784 -0.6163 2.5332 -0.04
H -1.1534 0.0455 3.4755 0.24
H 0.4294 -1.0072 3.0608 0.30
C -1.3322 -1.5781 2.3090 -0.21
O -2.0677 -2.1007 2.9493 -0.47
N -1.1963 -2.1820 1.0427 -0.26
C -0.6066 -1.9397 -0.0974 0.27
C -1.1076 -1.5032 -1.2251 -1.15
C -0.3159 -1.2610 -2.3205 0.34
C 1.0135 -0.8214 -2.0679 0.74
C 1.5624 -1.2595 -0.9629 -0.76
C 0.9080 -1.5979 0.1298 -0.19
H 1.2625 -2.2655 1.0597 0.32
H 2.6648 -1.1964 -1.0134 0.30
O 1.9489 -0.4513 -3.3316 -0.48
C 0.8580 0.1686 -4.1641 -0.61
C -0.0800 -0.5814 -4.5749 -0.16
H -0.7429 -0.1484 -5.4476 0.28
O -1.1078 -0.9676 -3.4813 -0.43
H 0.2766 -1.7766 -4.9837 0.22
H 1.6320 0.4220 -5.0591 0.28
H 0.7455 1.1238 -3.8572 0.37
H -2.0738 -1.7321 -1.3953 0.67
H -2.1651 -2.9253 0.9060 0.37
C -2.5672 0.5073 0.4422 -2.12
C -2.9701 1.6052 -0.6402 0.31
C -4.3463 1.3950 -1.2045 -1.76
H -4.3673 1.0231 -2.0704 0.43
H -4.9868 0.9949 -0.7168 0.71
H -4.6554 2.6447 -1.1860 0.25
S -1.5716 2.2401 -1.3893 -0.23
H -3.0605 0.1264 1.0574 1.58
H 1.5937 2.2209 -0.2926 0.65
H 3.8924 1.8086 3.8524 0.35
H 4.8132 0.7129 4.9390 0.33
H 3.0826 0.9773 5.0822 0.50
```

***

# 4
Molecular formula: C20H20N4O5S
Method: DFT, the ωB97M-V functional and the def2-TZVPD basis

LUMO level, eV: -0.4
Frontier orbital gap, eV: 8.46
Relative energy (zero: lowest compared OMol25 entry of this formula, charge and spin), kcal per mole: 521.58
Total charge: 0
DFT total energy, eV: -48076.864
Structure (SMILES): CCc1ccc2c(COn3nnc4ccc(S(=O)(=O)N(C)C)cc43)cc(=O)oc2c1
HOMO, eV: -8.8582
Strongest force on any atom, Eh/bohr: 0.37534

Geometry as XYZ:
```
50
Properties=species:S:1:pos:R:3:mulliken_charge:R:1
C 1.1917 1.6320 4.5921 -1.63
H 0.1631 1.9041 4.7535 0.35
H 1.7179 1.2611 5.2913 0.59
H 1.7397 2.6596 4.3393 0.25
C 1.5371 0.8736 3.4487 -0.31
C 0.7214 1.2532 2.3062 0.71
C -0.7105 1.0247 2.2169 -1.81
C -1.1635 1.6225 0.8514 0.84
C -0.4538 2.3191 -0.0906 0.38
C 0.7995 2.5931 0.1574 -0.13
C 1.4405 1.8343 1.1481 -0.70
H 2.6297 2.0772 1.3415 0.12
H 1.4746 3.2727 -0.4984 0.16
C -1.3376 2.7142 -1.2855 0.37
C -2.5085 2.6022 -1.3259 0.20
C -3.4144 1.7832 -0.1297 0.37
O -4.5903 1.7545 -0.1262 -0.55
O -2.6505 1.3581 0.8906 -0.45
H -3.2205 2.8558 -2.3104 0.20
C -0.6489 3.2176 -2.4033 -1.64
H -1.1818 3.7382 -3.1532 0.50
H 0.1169 3.8633 -2.1254 0.46
O 0.1316 2.1588 -3.1351 -0.48
N -0.6750 0.9892 -3.1186 1.27
C -0.3238 0.0348 -2.5670 0.26
C 0.2936 -0.2996 -1.3898 -0.57
C -0.0482 -1.3345 -0.5101 0.70
C -1.2064 -2.2712 -1.1104 -1.38
C -2.0519 -1.9153 -1.9062 -0.53
C -1.7297 -0.6736 -2.6896 0.43
N -2.2295 -0.0748 -3.8607 -0.59
N -1.4970 1.0847 -4.0023 -0.92
H -2.9190 -2.4239 -2.3286 0.49
H -1.4204 -2.9599 -0.2372 0.41
S 1.0185 -1.9756 0.7833 1.59
O 0.1230 -2.4190 1.6986 -0.81
O 2.1755 -0.9509 0.7646 -0.73
N 1.4958 -3.5306 0.3126 -0.28
C 2.5815 -3.3215 -0.9365 -0.86
H 3.0893 -2.5240 -0.8055 0.36
H 1.8607 -3.2398 -1.7904 0.29
H 3.1853 -4.3165 -0.8078 0.29
C 0.9418 -4.6532 0.3508 -0.88
H 1.5690 -5.4209 0.5460 0.36
H 0.3495 -4.5976 1.0832 0.45
H 0.2661 -4.6023 -0.7125 0.23
H 1.1487 0.3029 -0.9908 0.67
H -1.3025 0.6424 2.7575 1.32
H 1.0288 -0.2866 3.5112 0.11
H 2.4930 0.3644 3.2029 0.59
```

***

# 5
Molecular formula: C20H20O2RhS
Method: DFT, the ωB97M-V functional and the def2-TZVPD basis

LUMO level, eV: -4.1
Frontier orbital gap, eV: 7.00
Relative energy (zero: lowest compared OMol25 entry of this formula, charge and spin), kcal per mole: 0.00
Total charge: +1
DFT total energy, eV: -38996.389
HOMO, eV: -11.0900
Strongest force on any atom, Eh/bohr: 0.01303

Geometry as XYZ:
```
44
Properties=species:S:1:pos:R:3:mulliken_charge:R:1
Rh -0.3008 -0.6068 -0.0835 -0.22
C -3.4501 1.6959 1.5607 -1.65
C -2.6833 0.9443 0.5124 1.83
O -1.6089 0.4380 0.9529 -0.60
C -3.1645 0.8486 -0.8249 -0.41
C -4.3732 1.5187 -1.1610 -0.84
C -4.9006 1.4571 -2.4162 -0.88
C -4.2339 0.7085 -3.4010 -0.35
C -3.0693 0.0478 -3.1200 -0.76
C -2.5042 0.1002 -1.8330 1.14
O -1.3945 -0.5795 -1.6449 -0.72
H -2.9276 1.6224 2.5095 0.33
H -4.4539 1.2853 1.6670 0.49
H -3.5419 2.7454 1.2793 0.42
H -4.8852 2.0965 -0.4058 0.38
H -5.8177 1.9768 -2.6525 0.42
H -4.6460 0.6537 -4.4004 0.40
H -2.5485 -0.5286 -3.8720 0.47
C 2.4342 4.2040 1.3894 -0.61
C 1.2221 3.6054 1.8048 -0.73
C 0.8362 2.4021 1.2922 -0.62
C 1.6502 1.7330 0.3396 1.15
C 1.3420 0.4723 -0.2216 0.81
C 2.1537 -0.1782 -1.0978 -0.15
C 3.3589 0.4400 -1.5174 -1.03
C 3.7006 1.6584 -1.0127 -0.85
C 2.8712 2.3265 -0.0732 0.92
C 3.2326 3.5824 0.4775 -0.94
H 2.7269 5.1601 1.8020 0.41
H 0.5996 4.1113 2.5311 0.45
H -0.0914 1.9410 1.6009 0.48
H 1.8981 -1.1596 -1.5041 0.51
H 3.9942 -0.0629 -2.2335 0.42
H 4.6226 2.1344 -1.3215 0.42
H 4.1628 4.0385 0.1621 0.42
C 1.3019 -3.0090 1.1888 -0.98
S 0.7467 -1.4234 1.8377 0.27
C 2.3373 -0.7868 2.3876 -0.91
H 1.7848 -3.5624 1.9926 0.40
H 2.0111 -2.8571 0.3740 0.29
H 0.4306 -3.5644 0.8485 0.39
H 3.0712 -0.7829 1.5823 0.31
H 2.6460 -1.4402 3.2011 0.46
H 2.1871 0.2220 2.7640 0.29
```

***

# 6
Molecular formula: C20H21BMnN6
Method: DFT, the ωB97M-V functional and the def2-TZVPD basis

LUMO level (alpha / beta), eV: -5.8 / -10.8
Frontier orbital gap (alpha / beta), eV: 8.67 / 2.81
2S+1: 6
Total charge: +2
DFT total energy, eV: -61999.602
HOMO (alpha / beta), eV: -14.5152 / -13.5691
Strongest force on any atom, Eh/bohr: 0.07704

Geometry as XYZ:
```
49
Properties=species:S:1:pos:R:3:mulliken_spin:R:1
C -0.1818 3.0690 -0.5927 0.03
N 0.0437 1.8057 -1.0709 0.01
N 0.1038 1.8451 -2.4594 0.02
C -0.0240 3.1172 -2.8321 0.02
C -0.2090 3.9070 -1.6958 0.01
B 0.2565 0.5135 -3.2974 -0.01
N 1.3833 -0.3815 -2.7342 0.00
N 1.4618 -0.6357 -1.3752 0.00
C 2.5530 -1.4462 -1.2097 -0.01
C 3.1776 -1.6461 -2.4490 0.02
C 2.4105 -0.9595 -3.3811 0.00
Mn -0.1906 0.1794 -0.2409 3.15
N -1.0665 -0.2889 -3.3557 0.13
N -1.6413 -0.7841 -2.2037 0.23
C -2.7941 -1.3853 -2.6151 0.15
C -2.9378 -1.2686 -4.0134 0.28
C -1.8145 -0.5765 -4.4389 0.20
H -3.5166 -1.8801 -1.9657 0.01
H -1.4805 -0.2518 -5.4190 0.00
H -3.7415 -1.6163 -4.6492 -0.01
H 0.5422 0.8592 -4.4109 0.00
H 2.5114 -0.8153 -4.4510 0.00
H 0.0824 3.3205 -3.8825 0.00
H 4.0671 -2.2147 -2.6600 0.00
H -0.3574 4.9616 -1.6569 0.00
H 2.8739 -1.8545 -0.2537 0.00
H -0.4186 3.2368 0.4673 -0.01
H -0.7809 -1.6148 -0.1100 0.01
C -0.2046 -1.7054 0.8178 -0.01
H 0.5387 -2.4220 0.5886 -0.01
H 0.3510 -0.8895 1.2307 0.02
H -0.9591 -1.9427 1.5213 0.00
C -3.3010 0.5660 4.8308 0.05
C -2.0662 -0.0081 4.4370 0.03
C -1.5785 0.1221 3.1367 0.15
C -2.3259 0.8181 2.1416 -0.01
C -1.9296 0.9749 0.7746 0.15
C -2.7318 1.7135 -0.0567 0.01
C -3.9317 2.3771 0.3696 0.06
C -4.3611 2.2141 1.6645 0.20
C -3.5946 1.4310 2.5682 -0.04
C -4.0471 1.2785 3.8996 0.17
H -3.6688 0.4579 5.8584 0.00
H -1.4766 -0.5584 5.1733 0.00
H -0.6088 -0.3011 2.8667 0.02
H -2.4498 1.9064 -1.0997 -0.03
H -4.4650 2.9994 -0.3503 0.00
H -5.2879 2.6693 2.0170 0.00
H -4.9953 1.7510 4.1701 0.00
```